1.
Density functional theory data (ωB97M-V/def2-TZVPD) for a structure of composition C4H5AlO6 at a distorted geometry.

Structure (XYZ):
```
16
C4H5AlO6 ωB97M-V/def2-TZVPD
H -0.50094 1.98901 0.10435
C 0.51729 1.58006 -0.04221
C 0.54879 0.93432 -1.42176
O -0.48095 -0.05592 -1.61709
C -0.43964 -1.23929 -1.04640
O 0.62160 -1.70596 -0.58458
O -1.61184 -1.63948 -0.69959
Al 1.34312 -0.92873 0.91919
O 0.83297 0.72998 1.01076
H 1.19513 2.45361 -0.09749
H 1.51133 0.47118 -1.67229
H 0.33919 1.69495 -2.18300
H -1.84842 -1.24737 0.40372
O 0.29377 -1.61919 2.17955
O -1.72817 -0.59319 2.13172
C -0.59321 -0.82397 2.61511
```

## Properties
total energy	-849.02186	hartree
total charge	+1
spin multiplicity	2
molecular weight	176.1	g mol⁻¹
<S²>	0.755
orbital gap (spin up / spin down)	5.92 / 8.34	eV

Here are the Mulliken charges for atoms 1 to 8, given in e: 0.320, -0.275, -0.581, -0.237, 0.828, -0.285, -0.507, 0.547

***

2.
Density functional theory data (ωB97M-V/def2-TZVPD) for a cluster of 2 separate species, C20H23N5O5S in total at a distorted geometry.

Structure (XYZ):
```
54
C20H23N5O5S ωB97M-V/def2-TZVPD
N 5.29900 -0.81021 -5.85983
C 4.77983 -0.32550 -4.93672
C 4.12725 0.25694 -3.80546
C 3.47689 -0.56122 -2.87721
C 2.81189 0.00199 -1.78459
C 2.77800 1.39573 -1.59817
C 2.01565 1.98454 -0.47918
C 1.36306 3.22109 -0.62740
C 0.58837 3.75268 0.40459
C 0.45247 3.05487 1.60837
S -0.55567 3.75337 2.94018
N -1.99253 2.92593 2.81703
O -0.86130 5.17099 2.74075
O -0.03381 3.43002 4.26802
C 1.12064 1.84033 1.78697
C 1.89220 1.31042 0.74910
C 3.45337 2.20740 -2.52816
C 4.12097 1.64403 -3.62145
H 3.47997 -1.63986 -3.01385
H 2.29698 -0.66191 -1.09895
H 1.42249 3.77570 -1.55812
H 0.08311 4.70814 0.26710
H -1.79834 1.93422 2.70010
H -2.47972 3.09305 3.68437
H 1.04660 1.31488 2.73784
H 2.41503 0.37522 0.91746
H 3.47171 3.28632 -2.40770
H 4.63162 2.28777 -4.33324
C -4.42658 -1.78888 2.68122
N -3.22006 -1.93291 1.87168
C -2.29307 -0.99054 1.69883
O -2.38338 0.11059 2.24323
C -1.04499 -1.24283 0.81591
C -1.18882 -0.63290 -0.59591
C -2.38673 -1.10531 -1.40489
N -2.83031 -0.32191 -2.35844
O -2.94023 -2.16668 -1.21849
N -0.40338 -2.57686 0.75805
C -0.89514 -3.81904 0.68060
C 0.13966 -4.90899 0.52703
O -2.07018 -4.13238 0.75661
H -5.01249 -0.94270 2.31905
H -4.15729 -1.61560 3.72424
H -5.02680 -2.69714 2.60973
H -3.09732 -2.79724 1.34919
H -0.29339 -0.62273 1.30226
H -0.28962 -0.82473 -1.17829
H -1.27970 0.44740 -0.47804
H -2.41135 0.57015 -2.53423
H -3.63063 -0.66352 -2.86096
H 0.60059 -2.54910 0.72943
H -0.37420 -5.86686 0.44704
H 0.72068 -4.73712 -0.37683
H 0.78902 -4.91909 1.40010
```

## Properties
total energy	-1824.13965	hartree
total charge	0
molecular weight	445.5	g mol⁻¹
SMILES	N#Cc1ccc(-c2ccc(S(N)(=O)=O)cc2)cc1.CNC(=O)[C@H](CC(N)=O)NC(C)=O
orbital gap	8.79	eV

Here are the Mulliken charges for atoms 1 to 8, given in e: -0.501, -0.046, 0.606, -1.011, -0.043, 0.373, 0.757, -0.805

***

3.
Density functional theory data (ωB97M-V/def2-TZVPD) for a structure of composition C13H29F6N6OPSbV.

Structure (XYZ):
```
58
C13H29F6N6OPSbV ωB97M-V/def2-TZVPD
V 0.24340 0.03690 -0.11825
C 0.46852 3.32829 4.30463
N 0.49447 3.93154 2.88501
C -0.91696 4.49282 2.57600
N -1.89550 3.47771 2.73808
C -1.86719 2.93232 4.09418
N -0.55764 2.35062 4.40006
C -0.28402 1.12138 3.67295
P -0.27724 1.49371 1.85321
C 0.91383 2.91224 1.86785
C -1.85670 2.44548 1.70966
H 0.27599 4.16052 4.98163
H 1.45803 2.91368 4.49656
H 1.16656 4.70388 2.86457
H -0.88733 4.88465 1.55965
H -1.07329 5.30446 3.28663
H -2.63911 2.17241 4.20143
H -2.07019 3.73310 4.80532
H -1.05665 0.38415 3.89536
H 0.68104 0.70596 3.97054
H 0.94363 3.38954 0.88774
H 1.91959 2.56600 2.11296
H -2.70790 1.77293 1.82920
H -1.92146 2.88755 0.71272
C -2.12726 -2.16807 -1.04429
C -1.38609 -0.98280 -0.60235
O -1.71561 0.17598 -0.47906
H -2.74398 -1.90164 -1.90751
H -2.81024 -2.45892 -0.23758
H -1.45494 -2.98990 -1.27254
F 2.14967 0.82077 -0.08306
Sb 2.04694 1.61814 -1.93513
F 3.59884 0.71136 -2.32789
F 1.01508 -0.08041 -2.04737
F 1.45812 2.19440 -3.56676
F 0.29649 1.95153 -1.03487
F 2.70083 3.19119 -1.22219
C -0.50328 -2.34354 2.45708
N 0.07454 -3.27225 1.49996
C -0.53026 -4.61408 1.49105
C 1.02414 -2.91769 0.62988
N 1.14859 -1.59424 0.25955
N 1.85582 -3.81083 0.11474
C 2.25235 -5.03426 0.83487
C 2.63454 -3.53497 -1.10003
H -0.75382 -2.89875 3.36056
H -1.42595 -1.88623 2.08243
H 0.22408 -1.57879 2.71993
H -1.61249 -4.49247 1.53432
H -0.20863 -5.20268 2.34917
H -0.27251 -5.13127 0.57066
H 2.04546 -1.43503 -0.20631
H 1.93916 -4.97444 1.87310
H 3.33925 -5.08931 0.80047
H 1.83382 -5.92173 0.36188
H 3.58477 -3.05435 -0.85422
H 2.06168 -2.92687 -1.79804
H 2.84705 -4.48662 -1.58164
```

## Properties
total energy	-3040.47416	hartree
total charge	+3
spin multiplicity	2
molecular weight	603.1	g mol⁻¹
<S²>	0.831
orbital gap (spin up / spin down)	6.91 / 7.68	eV

Here are the Mulliken charges for atoms 1 to 8, given in e: 0.481, -0.751, 0.033, -0.700, 0.202, -0.921, 0.188, -1.041

***

4.
Density functional theory data (ωB97M-V/def2-TZVPD) for a structure of composition C40H34IN6O2PS2W at a distorted geometry.

Structure (XYZ):
```
87
C40H34IN6O2PS2W ωB97M-V/def2-TZVPD
W 0.86454 1.22747 0.41549
C 2.11174 0.85267 4.42469
C 1.92674 0.32537 3.05029
O 1.31034 1.13297 2.15849
C 2.32064 -0.91713 2.63119
C 2.25614 -1.40443 1.28649
C 2.82134 -2.73913 0.99199
N 1.72804 -0.63513 0.33519
N 1.95704 -0.98583 -0.98981
C 1.46134 -0.15553 -1.86151
O 0.79814 0.92677 -1.37611
C 1.61684 -0.35733 -3.27321
C 1.07814 0.57787 -4.17551
C 1.20284 0.37887 -5.53191
C 1.85104 -0.75713 -6.01161
C 2.39374 -1.68823 -5.12811
C 2.28384 -1.49423 -3.76881
H 1.88464 1.91837 4.46419
H 3.12334 0.68167 4.79029
H 1.44824 0.33017 5.11819
H 2.77174 -1.57423 3.35889
H 3.83084 -2.83673 1.39229
H 2.81774 -2.94303 -0.07621
H 2.23064 -3.49773 1.51439
H 0.57024 1.45087 -3.78951
H 0.79844 1.09957 -6.22571
H 1.92854 -0.91793 -7.07601
H 2.90364 -2.56063 -5.50511
H 2.69994 -2.19713 -3.06661
I -1.32436 2.66337 1.59749
C -3.46436 2.13677 1.01539
C -4.30666 3.20357 1.14379
C -5.66996 3.02087 0.87869
C -6.12056 1.77277 0.55519
C -5.24416 0.67247 0.45429
C -5.77636 -0.60193 0.17779
C -4.96786 -1.70073 0.08649
C -3.58916 -1.54223 0.20619
C -2.99986 -0.31293 0.45739
P -1.14476 -0.49303 0.43489
C -1.01356 -1.42803 -1.13151
C -0.36956 -2.65143 -1.30011
C -0.43916 -3.30113 -2.52201
C -1.14416 -2.73883 -3.57461
C -1.74376 -1.49513 -3.42641
C -1.66766 -0.83283 -2.21661
C -0.96576 -1.56723 1.91369
C -0.82716 -0.89033 3.13219
C -0.87456 -1.58223 4.32809
C -1.04696 -2.95863 4.32999
C -1.18426 -3.63663 3.12979
C -1.15746 -2.94943 1.92639
C -3.81826 0.83237 0.64829
H -3.94136 4.16537 1.46669
H -6.33916 3.86267 0.96449
H -7.17306 1.60177 0.38519
H -6.84426 -0.69433 0.05139
H -5.37736 -2.68003 -0.09991
H -2.97346 -2.42043 0.07839
H 0.18394 -3.10003 -0.48961
H 0.02594 -4.26783 -2.63561
H -1.23976 -3.27173 -4.50681
H -2.29156 -1.05483 -4.24441
H -2.15106 0.13237 -2.08721
H -0.73446 0.19417 3.15319
H -0.80946 -1.04793 5.26289
H -1.09866 -3.49233 5.26459
H -1.34236 -4.70413 3.12759
H -1.30596 -3.50093 1.01119
N 4.62604 -0.22433 -0.27801
C 4.36384 0.94767 0.30089
N 3.17094 1.55897 0.30209
C 3.27374 2.78827 0.97759
C 4.49474 3.04607 1.52319
S 5.60714 1.77977 1.19539
C 2.17124 3.71787 0.77129
C 2.09674 5.02697 1.13829
S 0.84504 5.85717 0.29599
C 0.46334 4.38737 -0.53811
N 1.18734 3.32007 -0.15771
N -0.56146 4.27527 -1.40341
H 3.99294 -0.63163 -0.95931
H 5.57754 -0.56403 -0.27841
H 4.80634 3.92187 2.05969
H 2.73374 5.53807 1.83379
H -1.03526 5.12127 -1.69341
H -0.53176 3.55087 -2.11281
```

## Properties
total energy	-3524.81834	hartree
total charge	+4
molecular weight	1036.6	g mol⁻¹
orbital gap	4.86	eV

Here are the Mulliken charges for atoms 1 to 8, given in e: 0.615, -1.665, -0.190, 0.756, -0.434, 1.238, -1.721, 1.144

***

What did the third record say?
Density functional theory data (ωB97M-V/def2-TZVPD) for a structure of composition C13H29F6N6OPSbV.

Structure (XYZ):
```
58
C13H29F6N6OPSbV ωB97M-V/def2-TZVPD
V 0.24340 0.03690 -0.11825
C 0.46852 3.32829 4.30463
N 0.49447 3.93154 2.88501
C -0.91696 4.49282 2.57600
N -1.89550 3.47771 2.73808
C -1.86719 2.93232 4.09418
N -0.55764 2.35062 4.40006
C -0.28402 1.12138 3.67295
P -0.27724 1.49371 1.85321
C 0.91383 2.91224 1.86785
C -1.85670 2.44548 1.70966
H 0.27599 4.16052 4.98163
H 1.45803 2.91368 4.49656
H 1.16656 4.70388 2.86457
H -0.88733 4.88465 1.55965
H -1.07329 5.30446 3.28663
H -2.63911 2.17241 4.20143
H -2.07019 3.73310 4.80532
H -1.05665 0.38415 3.89536
H 0.68104 0.70596 3.97054
H 0.94363 3.38954 0.88774
H 1.91959 2.56600 2.11296
H -2.70790 1.77293 1.82920
H -1.92146 2.88755 0.71272
C -2.12726 -2.16807 -1.04429
C -1.38609 -0.98280 -0.60235
O -1.71561 0.17598 -0.47906
H -2.74398 -1.90164 -1.90751
H -2.81024 -2.45892 -0.23758
H -1.45494 -2.98990 -1.27254
F 2.14967 0.82077 -0.08306
Sb 2.04694 1.61814 -1.93513
F 3.59884 0.71136 -2.32789
F 1.01508 -0.08041 -2.04737
F 1.45812 2.19440 -3.56676
F 0.29649 1.95153 -1.03487
F 2.70083 3.19119 -1.22219
C -0.50328 -2.34354 2.45708
N 0.07454 -3.27225 1.49996
C -0.53026 -4.61408 1.49105
C 1.02414 -2.91769 0.62988
N 1.14859 -1.59424 0.25955
N 1.85582 -3.81083 0.11474
C 2.25235 -5.03426 0.83487
C 2.63454 -3.53497 -1.10003
H -0.75382 -2.89875 3.36056
H -1.42595 -1.88623 2.08243
H 0.22408 -1.57879 2.71993
H -1.61249 -4.49247 1.53432
H -0.20863 -5.20268 2.34917
H -0.27251 -5.13127 0.57066
H 2.04546 -1.43503 -0.20631
H 1.93916 -4.97444 1.87310
H 3.33925 -5.08931 0.80047
H 1.83382 -5.92173 0.36188
H 3.58477 -3.05435 -0.85422
H 2.06168 -2.92687 -1.79804
H 2.84705 -4.48662 -1.58164
```

## Properties
total energy	-3040.47416	hartree
total charge	+3
spin multiplicity	2
molecular weight	603.1	g mol⁻¹
<S²>	0.831
orbital gap (spin up / spin down)	6.91 / 7.68	eV

Here are the Mulliken charges for atoms 1 to 8, given in e: 0.481, -0.751, 0.033, -0.700, 0.202, -0.921, 0.188, -1.041